The following is a DFT calculation (the ωB97M-V functional and the def2-TZVPD basis) of C13H24Cl2N2ORu as an isolated structure in a non-equilibrium geometry.

Each line ends with the natural charge from an NBO analysis.
Positions of all 43 atoms, in Å:
Ru 0.287 0.020 -0.294  1.032
Cl 0.150 -2.243 -0.583  -0.484
Cl 1.238 2.013 0.355  -0.532
C 2.651 -0.431 -1.842  -0.325
H 3.142 0.160 -1.078  0.221
H 3.152 -1.274 -2.308  0.210
C -1.477 0.471 -0.774  -0.342
C 1.429 -0.028 -2.338  -0.272
H -2.409 0.497 -0.166  0.198
C 0.858 -0.717 -3.577  -0.450
H 1.027 0.966 -2.068  0.239
C -0.401 -0.020 -4.110  -0.391
H 1.606 -0.771 -4.388  0.219
H 0.658 -1.768 -3.327  0.237
C -1.594 -0.179 -3.175  -0.419
H -0.193 1.042 -4.292  0.196
H -0.665 -0.449 -5.083  0.209
C -1.728 0.970 -2.150  -0.501
H -2.508 -0.222 -3.777  0.207
H -1.531 -1.148 -2.659  0.228
H -1.009 1.774 -2.291  0.201
H -2.731 1.409 -2.225  0.223
C 1.100 -2.484 3.719  -0.411
N 0.275 -1.348 4.034  -0.436
C 0.010 -1.175 5.466  -0.196
C -0.570 0.198 5.712  -0.422
C -1.659 0.448 4.701  -0.204
N -1.025 0.445 3.385  -0.436
C -1.496 1.432 2.448  -0.410
C -0.143 -0.527 3.025  0.828
O 0.249 -0.711 1.835  -0.736
H 2.075 -2.383 4.236  0.188
H 1.216 -2.499 2.631  0.261
H 0.614 -3.408 4.092  0.192
H -0.712 -1.953 5.793  0.189
H 0.963 -1.348 5.995  0.207
H 0.225 0.938 5.601  0.217
H -0.977 0.240 6.730  0.221
H -2.120 1.418 4.828  0.217
H -2.443 -0.342 4.765  0.193
H -2.584 1.345 2.291  0.189
H -1.279 2.443 2.840  0.198
H -0.957 1.306 1.492  0.246

Summary:
Kohn-Sham gap (spin up / spin down) (eV): 6.714 / 7.327
M (g mol⁻¹): 396.324
ΔE to the lowest compared entry with this formula, charge and spin (kcal/mol): 0.0
Net charge: 0
Spin multiplicity: 5